Run a
42
Properties=species:S:1:pos:R:3:lowdin_charge:R:1 method="wB97M-V/def2-TZVPD" orbital_gap_ha=0.313 smiles="C=CC[C@@H](NCc1ccco1)c1ccc(OC)cc1OC" lumo_ev=0.803 multiplicity=1 homo_energy_ev=-7.73 molar_mass_da=287.36 total_charge=0
O -0.46 1.91 -1.39 -0.090
O 0.53 -2.66 -0.58 0.039
O -3.85 -0.44 0.95 -0.083
N 2.46 -0.35 -0.10 -0.004
C -1.23 -2.31 -1.89 -0.057
C 2.21 1.63 1.29 -0.152
C -1.52 -0.72 1.64 -0.025
C -1.43 2.45 -2.25 -0.082
C 0.16 0.50 0.39 -0.127
C -4.26 -1.36 1.94 -0.092
C -2.18 0.72 -0.17 0.058
C 2.21 -1.06 -1.34 -0.126
C 1.62 0.82 0.12 -0.300
C -2.52 -0.18 0.84 -0.275
C 0.86 -1.69 -1.46 -0.275
C -0.85 1.06 -0.41 -0.227
C 3.61 2.05 1.00 -0.192
C -0.20 -0.37 1.40 -0.025
C -0.19 -1.44 -2.29 -0.031
C 4.65 1.76 1.76 -0.003
C -0.74 -3.03 -0.85 -0.126
H 2.17 1.04 2.21 0.113
H -2.15 3.07 -1.71 0.097
H -0.89 3.06 -2.97 0.095
H -2.21 -2.39 -2.32 0.102
H -4.02 -1.00 2.95 0.095
H -0.22 -0.72 -3.08 0.112
H 2.34 -0.35 -2.17 0.130
H 4.55 1.18 2.67 0.053
H 3.74 2.63 0.10 0.102
H -1.75 -1.41 2.44 0.103
H -5.35 -1.43 1.84 0.092
H -3.82 -2.35 1.78 0.093
H 2.37 -0.99 0.68 0.115
H 5.65 2.08 1.52 0.046
H 1.68 1.43 -0.79 0.143
H -2.98 1.11 -0.77 0.116
H -1.16 -3.80 -0.24 0.119
H -1.97 1.66 -2.79 0.094
H 2.99 -1.83 -1.42 0.126
H 0.56 -0.80 2.03 0.120
H 1.58 2.52 1.43 0.127


Run b
42
Properties=species:S:1:pos:R:3:lowdin_charge:R:1 method="wB97M-V/def2-TZVPD" orbital_gap_ha=0.334 smiles="CC[C@H](CO)NC=C1C(=O)CC(c2ccccc2)CC1=O" lumo_ev=0.421 multiplicity=1 homo_energy_ev=-8.67 molar_mass_da=287.36 total_charge=0
O -1.83 0.02 -3.07 -0.041
O -0.86 2.13 0.44 0.043
O 0.60 -1.92 2.30 0.054
N -2.07 -0.12 -0.16 0.081
C -0.11 1.49 1.17 -0.347
C 2.77 0.03 -0.04 -0.022
C 3.52 2.29 0.17 -0.039
C 3.32 -0.02 -1.31 -0.074
C 2.86 1.19 0.72 -0.186
C -1.15 -0.66 0.61 0.000
C 1.88 0.03 2.78 -0.071
C 0.96 2.19 1.98 -0.062
C -0.19 0.05 1.31 -0.088
C 4.07 2.24 -1.09 -0.082
C -3.53 -2.09 -0.42 -0.215
C -2.19 -1.14 -2.36 -0.220
C -2.95 -0.83 -1.06 -0.296
C -4.83 -2.53 -1.08 -0.095
C 2.23 1.34 2.09 -0.263
C 3.97 1.08 -1.84 -0.093
C 0.74 -0.72 2.13 -0.407
H 2.28 -0.84 0.35 0.108
H -5.22 -3.42 -0.59 0.074
H -1.14 -1.74 0.72 0.143
H 1.15 3.16 1.52 0.125
H -1.24 0.55 -2.53 0.088
H 4.40 1.03 -2.83 0.100
H -1.30 -1.75 -2.12 0.131
H 0.55 2.36 2.98 0.136
H 2.95 1.88 2.72 0.147
H -2.00 0.91 -0.21 0.121
H 1.58 0.24 3.81 0.136
H 3.61 3.20 0.76 0.115
H 3.24 -0.94 -1.88 0.103
H 4.58 3.10 -1.49 0.102
H -3.72 -1.89 0.64 0.119
H -2.83 -1.71 -3.04 0.122
H -4.68 -2.75 -2.13 0.068
H 2.75 -0.64 2.83 0.134
H -2.81 -2.90 -0.48 0.113
H -5.58 -1.74 -1.00 0.077
H -3.77 -0.14 -1.30 0.157


Relative energy of each structure, in kJ/mol: run a 253.9; run b 0.0.


Run a
10
Properties=species:S:1:pos:R:3:lowdin_charge:R:1 method="wB97M-V/def2-TZVPD" orbital_gap_ha=0.296 lumo_ev=0.156 multiplicity=1 homo_energy_ev=-7.89 molar_mass_da=91.13 total_charge=0
S -1.00 0.53 -1.72 0.570
O -0.13 1.86 0.78 -0.253
N -0.11 -0.44 -0.84 -0.698
C -0.28 -1.69 -0.11 -0.076
C 0.96 -0.88 -0.35 -0.040
H -0.75 -1.44 0.84 0.108
H 1.92 -0.60 -0.11 0.097
H -0.37 2.59 1.86 0.250
H -0.43 -2.55 -0.69 0.083
H 0.21 2.63 0.35 -0.040


Run b
10
Properties=species:S:1:pos:R:3:lowdin_charge:R:1 method="wB97M-V/def2-TZVPD" orbital_gap_ha=0.379 smiles="NCC(=O)S" lumo_ev=0.581 multiplicity=1 homo_energy_ev=-9.73 molar_mass_da=91.13 total_charge=0
S -0.96 -1.07 2.03 0.805
O -1.04 -1.41 -0.64 0.007
N 0.42 0.85 -1.35 0.011
C -0.61 -0.73 0.27 -0.756
C 0.48 0.28 0.01 -0.290
H 1.41 -0.34 0.18 0.149
H -0.41 1.37 -1.47 0.059
H 0.46 1.06 0.71 0.073
H 0.39 0.02 -1.99 0.093
H -0.15 -0.03 2.25 -0.150


Run c
10
Properties=species:S:1:pos:R:3:lowdin_charge:R:1 method="wB97M-V/def2-TZVPD" orbital_gap_ha=0.364 lumo_ev=0.798 multiplicity=1 homo_energy_ev=-9.10 molar_mass_da=91.13 total_charge=0
S -0.36 1.80 -0.85 0.717
O 1.49 -0.71 -0.15 -0.099
N 0.35 -1.50 -0.24 -0.015
C -0.72 0.64 0.46 -0.566
C -0.70 -0.83 0.11 -0.211
H 0.91 1.52 -1.11 -0.160
H 2.25 -1.22 -0.45 0.094
H -1.61 -1.44 0.15 0.112
H 0.06 0.83 1.21 0.071
H -1.68 0.91 0.86 0.057


Relative energy of each structure, in kJ/mol: run a 483.4; run b 0.0; run c 149.9.


Run a
10
Properties=species:S:1:pos:R:3:lowdin_charge:R:1 method="wB97M-V/def2-TZVPD" orbital_gap_ha=0.364 smiles="C=C=O.NS" lumo_ev=0.700 multiplicity=1 homo_energy_ev=-9.21 molar_mass_da=91.13 total_charge=0
S 1.55 0.85 -0.43 0.677
O -1.41 -1.73 -0.39 0.199
N 1.77 -0.75 0.21 -0.384
C -1.52 -0.64 -0.13 -0.351
C -1.80 0.55 0.16 0.006
H 0.96 -1.36 0.07 -0.003
H -1.18 1.02 0.80 0.022
H -2.51 1.11 -0.33 0.057
H 1.95 -0.52 1.19 0.007
H 2.59 0.75 -1.10 -0.230


Run b
10
Properties=species:S:1:pos:R:3:lowdin_charge:R:1 method="wB97M-V/def2-TZVPD" orbital_gap_ha=0.381 smiles="NCC(=O)S" lumo_ev=0.372 multiplicity=1 homo_energy_ev=-9.98 molar_mass_da=91.13 total_charge=0
S 2.47 0.21 0.01 0.868
O 0.24 1.54 0.07 -0.076
N -1.70 0.10 -0.12 -0.068
C -0.41 -0.58 0.18 -0.275
C 0.80 0.46 0.15 -0.861
H -0.53 -0.92 1.26 0.121
H -1.44 0.87 -1.01 0.161
H -1.76 0.93 0.52 0.060
H 2.52 -1.09 -0.47 -0.080
H -0.18 -1.53 -0.58 0.150


Run c
10
Properties=species:S:1:pos:R:3:lowdin_charge:R:1 method="wB97M-V/def2-TZVPD" orbital_gap_ha="0.209 / 0.210" lumo_ev="-0.550 / -0.534" multiplicity=1 homo_energy_ev="-6.25 / -6.25" molar_mass_da=91.13 total_charge=0
S -0.72 -0.98 -0.36 0.893
O -2.73 0.36 -0.79 -0.291
N -3.43 0.52 0.15 0.003
C 0.43 0.27 -1.08 -0.294
C -0.43 -0.80 1.26 -0.389
H -0.27 0.98 -1.57 0.061
H 1.01 0.76 -0.44 -0.011
H 1.19 -0.21 -1.62 0.025
H -0.98 -1.41 2.00 0.004
H 0.12 0.07 1.59 -0.001


Relative energy of each structure, in kJ/mol: run a 25.1; run b 0.0; run c 365.8.